## P
A gas-phase ion, C5H9N2O2 (charge +1). Source: the Open Molecules 2025 dataset; level of theory: ωB97M-V with the def2-TZVPD basis set.

```
! RIJCOSX wB97M-V def2-TZVPD def2/J DEFGRID3
* xyz 1 1
C -0.30 0.07 -0.30
C -1.52 0.84 -0.06
C -0.84 -1.34 0.05
C -2.60 0.11 0.01
C 1.16 0.50 0.36
N -2.23 -1.29 0.05
N 2.07 -0.65 0.06
O -0.12 -2.31 -0.05
O -3.88 0.41 0.05
H 0.07 -0.11 -1.42
H -1.55 1.85 -0.24
H 1.15 0.68 1.42
H 1.55 1.40 -0.02
H -2.78 -2.13 0.25
H 2.30 -0.50 -0.93
H 2.81 -0.63 0.74
H 1.38 -1.67 0.02
H -4.02 1.31 0.30
*
```

Orbital gap (Eh): 0.3389
HOMO energy (eV): -12.659
SMILES: [NH3+]C[C@@H]1C=C(O)NC1=O
Lowest unoccupied orbital energy (Eh): -0.12633

Löwdin population analysis, charges in e, atoms 1 to 4:
1. C -0.14
2. C -0.03
3. C -0.37
4. C -0.34

## Q
2 unconnected molecules or ions with the total composition C5H9N2O2. Source: the Open Molecules 2025 dataset; level of theory: ωB97M-V with the def2-TZVPD basis set.

```
! RIJCOSX wB97M-V def2-TZVPD def2/J DEFGRID3
* xyz 1 1
C -2.76 -0.43 -0.32
C 0.80 -0.16 -0.07
C 0.89 -0.64 1.34
C 1.31 -0.82 -1.26
C -0.13 2.17 -0.19
N 0.41 1.04 -0.18
N -3.84 -0.33 0.17
O -1.68 -0.77 -0.67
O -5.05 0.28 -0.06
H 0.37 -0.14 2.13
H 1.87 -0.58 1.75
H 0.69 -1.78 1.37
H 0.52 -1.47 -1.37
H 2.23 -1.45 -1.15
H 1.44 -0.16 -2.12
H -5.32 0.74 0.73
H -1.12 2.48 -0.62
H 0.33 2.96 0.22
*
```

Orbital gap (Eh): 0.3348
HOMO energy (eV): -13.656
Lowest unoccupied orbital energy (Eh): -0.16703

Löwdin population analysis, charges in e, atoms 1 to 4:
1. C -0.26
2. C -0.31
3. C 0.02
4. C 0.03

## R
A gas-phase ion, C5H9N2O2 (charge +1). Source: the Open Molecules 2025 dataset; level of theory: ωB97M-V with the def2-TZVPD basis set.

```
! RIJCOSX wB97M-V def2-TZVPD def2/J DEFGRID3
* xyz 1 1
C -2.41 -0.69 0.21
C 0.21 0.89 0.00
C 0.08 -0.58 0.12
C 1.65 1.49 -0.16
C 1.40 -1.26 -0.05
N -1.12 -1.25 0.21
N -2.60 0.64 -0.23
O -3.33 -1.50 0.14
O -3.26 1.44 0.38
H -0.29 1.38 0.69
H -0.32 1.09 -0.99
H 2.07 1.56 0.88
H 1.62 2.48 -0.65
H 2.18 0.79 -0.84
H 1.31 -2.33 -0.02
H 2.01 -0.92 0.74
H 1.85 -0.97 -0.90
H -1.06 -2.25 0.46
*
```

Orbital gap (alpha / beta) (Eh): 0.3062 / 0.3061
HOMO energy (alpha / beta) (eV): -14.321 / -14.321
SMILES: CC/C(C)=[NH+]\C(=O)N=O
Lowest unoccupied orbital energy (alpha / beta) (Eh): -0.22007 / -0.22018

Löwdin population analysis, charges in e, atoms 1 to 4:
1. C -0.41
2. C -0.16
3. C -0.08
4. C -0.04

Name the least stable of them. R.

## P
2 unconnected molecules or ions with the total composition C6H15N2. Source: the Open Molecules 2025 dataset; level of theory: ωB97M-V with the def2-TZVPD basis set.

```
! RIJCOSX wB97M-V def2-TZVPD def2/J DEFGRID3
* xyz 1 1
C 1.56 0.64 0.83
C 1.37 0.30 -0.66
C 2.31 -0.66 -1.25
C 2.11 -1.67 -2.13
H 2.59 1.02 0.95
H 0.81 1.44 1.12
H 1.33 -0.18 1.51
H 1.38 1.21 -1.30
H 0.35 -0.14 -0.75
H 3.33 -0.48 -1.03
H 2.95 -2.29 -2.42
H 1.13 -2.03 -2.57
C -1.56 0.81 2.28
N -1.69 -0.05 1.08
C -2.24 0.35 -0.04
N -2.49 -0.43 -1.08
H -0.53 0.62 2.68
H -2.33 0.48 2.95
H -1.72 1.85 2.02
H -1.43 -1.04 1.08
H -2.54 1.42 -0.11
H -1.86 -1.22 -1.26
H -2.83 0.04 -1.91
*
```

Orbital gap (Eh): 0.3196
HOMO energy (eV): -12.474
Lowest unoccupied orbital energy (Eh): -0.13884

Löwdin population analysis, charges in e, atoms 1 to 4:
1. C -0.11
2. C -0.29
3. C -0.21
4. C 0.01

## Q
A gas-phase ion, C6H15N2 (charge +1). Source: the Open Molecules 2025 dataset; level of theory: ωB97M-V with the def2-TZVPD basis set.

```
! RIJCOSX wB97M-V def2-TZVPD def2/J DEFGRID3
* xyz 1 1
C -0.67 -1.23 2.00
C -0.17 0.06 1.42
C 0.94 -0.12 0.39
C 0.39 0.11 -1.04
C -0.45 -0.79 -1.56
N -1.12 -0.58 -2.75
C 0.72 1.40 -1.73
N 0.31 0.92 2.61
H -1.37 -1.09 2.82
H 0.12 -1.92 2.30
H -1.23 -1.80 1.26
H -1.03 0.62 1.05
H 1.73 0.62 0.52
H 1.32 -1.13 0.44
H -0.68 -1.74 -1.10
H -1.60 -1.32 -3.23
H -0.78 0.13 -3.37
H 1.09 1.22 -2.75
H -0.14 2.05 -1.81
H 1.52 1.93 -1.22
H 0.53 1.86 2.27
H 1.14 0.56 3.10
H -0.42 0.96 3.32
*
```

Orbital gap (Eh): 0.2793
HOMO energy (eV): -11.056
SMILES: C/C(=C\N)C[C@@H](C)[NH3+]
Lowest unoccupied orbital energy (Eh): -0.12699

Löwdin population analysis, charges in e, atoms 1 to 4:
1. C -0.05
2. C -0.32
3. C -0.11
4. C -0.30

Name the least stable of them. P.

## P
A molecular structure, C6H15N2. Source: the Open Molecules 2025 dataset; level of theory: ωB97M-V with the def2-TZVPD basis set.

```
! RIJCOSX wB97M-V def2-TZVPD def2/J DEFGRID3
* xyz 1 1
N 1.33 -1.68 -0.43
C 1.65 1.22 -2.46
C 1.24 2.46 -2.10
N 0.04 0.25 0.28
C 0.08 0.19 1.73
C -1.08 -0.73 2.14
C -2.17 -0.46 0.99
C -1.29 -0.21 -0.24
H 0.71 -2.53 -0.51
H 0.75 -0.68 0.00
H 2.29 -1.98 -0.18
H 2.69 1.09 -2.76
H 1.00 0.34 -2.32
H 0.27 2.69 -1.59
H 1.90 3.26 -2.44
H 0.06 1.07 2.29
H 0.94 -0.39 2.03
H -0.64 -1.78 2.06
H -1.51 -0.62 3.11
H -2.70 0.34 1.30
H -2.87 -1.36 0.77
H -1.64 0.63 -0.90
H -1.06 -1.10 -0.74
*
```

Orbital gap (Eh): 0.1572
HOMO energy (eV): -12.918
Lowest unoccupied orbital energy (Eh): -0.31752

Löwdin population analysis, charges in e, atoms 1 to 4:
1. N 0.16
2. C -0.07
3. C -0.06
4. N 0.15

## Q
A gas-phase ion, C6H15N2 (charge +1). Source: the Open Molecules 2025 dataset; level of theory: ωB97M-V with the def2-TZVPD basis set.

```
! RIJCOSX wB97M-V def2-TZVPD def2/J DEFGRID3
* xyz 1 1
C -0.87 -0.31 1.78
C 0.20 -0.12 0.70
C 1.69 0.10 0.97
C 0.67 -1.81 -1.12
C -1.92 1.52 0.38
C 0.03 -0.53 -0.69
N -0.83 0.98 1.30
N 0.37 0.54 -1.63
H -1.75 -1.08 1.66
H -0.39 -0.27 2.73
H 2.21 0.34 0.03
H 2.16 -0.79 1.44
H 1.69 0.98 1.70
H 1.67 -1.56 -1.32
H 0.18 -2.17 -2.02
H 0.76 -2.57 -0.38
H -1.37 2.43 -0.06
H -2.26 0.83 -0.33
H -2.75 1.94 1.06
H -1.00 -0.69 -0.90
H 0.30 0.13 -2.57
H 1.43 0.84 -1.53
H -0.22 1.29 -1.22
*
```

Orbital gap (Eh): 0.3518
HOMO energy (eV): -12.998
SMILES: C[C@H]([NH3+])[C@]1(C)CN1C
Lowest unoccupied orbital energy (Eh): -0.12581

Löwdin population analysis, charges in e, atoms 1 to 4:
1. C -0.13
2. C -0.35
3. C -0.01
4. C 0.00

Name the least stable of them. P.

## P
2 unconnected molecules or ions with the total composition C6H15N2. Source: the Open Molecules 2025 dataset; level of theory: ωB97M-V with the def2-TZVPD basis set.

```
! RIJCOSX wB97M-V def2-TZVPD def2/J DEFGRID3
* xyz 1 1
C 3.71 0.40 0.22
C -2.50 -0.30 0.72
C -1.28 1.76 -0.45
C -0.15 -1.89 0.08
C -1.21 0.50 0.35
C -0.34 -0.54 -0.38
N 2.47 0.29 0.13
N 0.29 -0.15 -1.51
H 4.18 -0.06 1.13
H 4.48 0.67 -0.53
H -2.39 -0.95 1.55
H -2.88 -0.90 -0.07
H -3.18 0.37 1.08
H -0.49 2.45 -0.28
H -1.58 1.70 -1.45
H -2.05 2.35 -0.02
H -0.91 -2.06 0.83
H 0.86 -1.77 0.55
H 0.05 -2.58 -0.79
H -0.75 0.83 1.19
H 0.57 0.82 -1.52
H 0.84 -0.89 -1.92
H 2.28 -0.06 1.09
*
```

Orbital gap (Eh): 0.3703
HOMO energy (eV): -14.157
Lowest unoccupied orbital energy (Eh): -0.14998

Löwdin population analysis, charges in e, atoms 1 to 4:
1. C -0.10
2. C -0.01
3. C -0.05
4. C 0.02

## Q
2 unconnected molecules or ions with the total composition C6H15N2. Source: the Open Molecules 2025 dataset; level of theory: ωB97M-V with the def2-TZVPD basis set.

```
! RIJCOSX wB97M-V def2-TZVPD def2/J DEFGRID3
* xyz 1 1
C -1.03 0.19 2.93
C -1.58 -0.14 1.53
C -0.86 0.47 0.41
C 0.08 -0.33 -0.29
N 0.77 0.05 -1.31
C 1.24 -0.99 -2.21
C 0.74 -0.71 -3.61
N 0.44 0.08 2.93
H -1.38 -0.52 3.69
H -1.31 1.20 3.25
H -1.69 -1.22 1.40
H -2.64 0.16 1.57
H -1.39 1.26 -0.12
H 0.37 -1.33 0.05
H 1.03 2.78 -0.17
H 1.01 -1.99 -1.82
H 2.33 -0.93 -2.26
H 1.05 0.29 -3.91
H 1.15 -1.40 -4.35
H -0.34 -0.73 -3.80
H 0.38 2.69 0.11
H 0.78 0.50 3.79
H 0.85 0.64 2.19
*
```

Orbital gap (Eh): 0.2183
HOMO energy (eV): -13.482
Lowest unoccupied orbital energy (Eh): -0.27717

Löwdin population analysis, charges in e, atoms 1 to 4:
1. C -0.22
2. C -0.15
3. C 0.09
4. C -0.13

Name the least stable of them. Q.